The following is a quantum chemistry calculation of C21H24IrNSi2 as an isolated structure, from the OMol25 dataset.

Each line ends with the Löwdin charge.
Geometry (Å):
Ir -0.085 0.097 -1.048  1.00
C 2.773 -0.965 1.073  -0.17
Si 2.264 0.070 -0.395  0.50
C 3.109 -0.407 -2.010  -0.19
C 2.811 1.817 0.043  -0.31
C 4.143 2.185 0.230  -0.07
C 4.464 3.468 0.646  -0.05
C 3.462 4.399 0.904  -0.06
C 2.134 4.047 0.737  -0.08
C 1.809 2.763 0.295  -0.31
Si 0.130 2.124 -0.070  0.50
C -0.217 2.330 -2.001  -0.23
C -1.154 2.835 1.061  -0.16
H 3.779 -0.650 1.363  0.04
H 2.784 -2.038 0.901  0.03
H 2.115 -0.762 1.921  0.05
H 4.187 -0.437 -1.816  0.05
H 2.938 0.352 -2.775  0.03
H 2.821 -1.375 -2.416  0.02
H 4.942 1.472 0.057  0.11
H 5.501 3.747 0.781  0.11
H 3.724 5.395 1.236  0.11
H 1.360 4.777 0.945  0.10
H -0.660 3.321 -1.808  0.06
H -0.966 1.846 -2.631  0.02
H 0.693 2.498 -2.570  0.04
H -0.909 3.880 1.262  0.04
H -1.098 2.309 2.018  0.05
H -2.179 2.781 0.704  0.02
C -4.371 0.691 -0.122  -0.03
C -4.628 -0.394 0.709  -0.02
C -3.638 -1.331 0.927  0.02
C -2.396 -1.177 0.321  -0.20
N -2.139 -0.083 -0.425  -0.04
C -3.109 0.813 -0.655  -0.13
C -1.313 -2.168 0.326  -0.19
C -1.505 -3.459 0.803  -0.02
C -0.540 -4.431 0.593  -0.06
C 0.600 -4.110 -0.124  -0.06
C 0.806 -2.810 -0.572  -0.14
C -0.122 -1.801 -0.332  -0.26
H -5.126 1.430 -0.345  0.12
H -5.599 -0.512 1.171  0.12
H -3.828 -2.189 1.554  0.12
H -2.852 1.649 -1.291  0.11
H -2.422 -3.731 1.309  0.11
H -0.692 -5.437 0.959  0.11
H 1.343 -4.870 -0.331  0.12
H 1.717 -2.600 -1.114  0.07

largest force on an atom = 0.08 eV Å⁻¹
gap between HOMO and LUMO (alpha / beta) = 7.787 / 7.005 eV
energy = -42246.0977 eV
multiplicity = 2
expectation value of S² = 0.76
total charge = +1
M = 538.82 u
relative energy (zero: lowest compared OMol25 entry of this formula, charge and spin) = 0.0 kcal per mole

***

The following is a quantum chemistry calculation of C21H24MoN2O3S2Se2 as an isolated structure, from the OMol25 dataset.

Each line ends with the Löwdin charge.
Geometry (Å):
Mo -1.337 0.414 0.509  0.89
C 1.957 -2.189 -1.292  0.02
C 0.843 -1.694 -0.423  -0.18
N 0.433 -0.431 -0.494  -0.17
N 1.153 0.318 -1.399  -0.02
C 0.559 1.359 -1.841  -1.02
S -1.059 1.818 -1.300  0.66
S 1.326 2.424 -2.998  0.93
C 0.753 1.575 -4.536  -0.37
C 1.378 0.229 -4.742  -0.31
C 0.606 -0.919 -4.607  -0.06
C 1.159 -2.174 -4.846  -0.09
C 2.492 -2.283 -5.204  -0.08
C 3.271 -1.137 -5.333  -0.06
C 2.715 0.111 -5.104  -0.04
C 0.184 -2.652 0.437  -0.11
C 0.824 -3.856 0.781  0.00
C 0.153 -4.835 1.471  -0.02
C -1.196 -4.662 1.800  -0.01
C -1.860 -3.500 1.471  0.02
C -1.158 -2.503 0.820  -0.26
O -1.794 -1.331 0.525  -0.30
H 2.075 -1.589 -2.186  0.07
H 1.786 -3.228 -1.560  0.10
H 2.902 -2.129 -0.736  0.13
H 1.038 2.295 -5.302  0.09
H -0.333 1.520 -4.503  0.08
H -0.449 -0.832 -4.356  0.11
H 0.541 -3.062 -4.773  0.11
H 2.924 -3.259 -5.396  0.11
H 4.310 -1.218 -5.629  0.12
H 3.324 1.003 -5.217  0.12
H 1.865 -3.997 0.521  0.13
H 0.664 -5.747 1.748  0.13
H -1.728 -5.444 2.328  0.13
H -2.902 -3.344 1.716  0.14
O -1.953 2.322 5.914  -0.03
C -1.556 3.399 5.084  -0.19
C -1.450 2.866 3.634  -0.55
C -1.046 4.073 2.795  -0.20
O -0.883 3.698 1.435  -0.15
C -0.412 1.743 3.689  -0.42
Se 0.364 0.959 2.053  0.89
C -2.843 2.342 3.312  -0.40
Se -3.132 1.398 1.613  0.87
H -2.086 2.628 6.817  0.12
H -0.582 3.798 5.380  0.14
H -2.280 4.219 5.105  0.15
H -0.117 4.487 3.196  0.15
H -1.828 4.833 2.884  0.15
H -0.610 4.471 0.930  0.11
H -0.783 0.902 4.267  0.08
H 0.491 2.109 4.177  0.09
H -3.587 3.134 3.346  0.10
H -3.126 1.568 4.022  0.08

largest force on an atom = 1.17 eV Å⁻¹
gap between HOMO and LUMO (alpha / beta) = 4.245 / 4.245 eV
energy = -185491.7736 eV
total charge = +2
M = 670.43 u
relative energy (zero: lowest compared OMol25 entry of this formula, charge and spin) = 9.7 kcal per mole

***

The following is a quantum chemistry calculation of one molecule with the formula C21H24N2O3S, from the OMol25 dataset.

Each line ends with the Löwdin charge.
Geometry (Å):
C 1.435 3.695 0.717  -0.05
C 2.320 2.643 0.119  -0.28
C 3.659 2.556 0.484  -0.04
C 4.474 1.571 -0.037  -0.04
C 3.974 0.652 -0.950  -0.25
C 2.646 0.759 -1.338  -0.04
C 1.825 1.739 -0.809  -0.04
H 0.787 1.769 -1.101  0.09
H 2.234 0.066 -2.059  0.12
C 4.803 -0.517 -1.402  -0.13
H 4.460 -0.868 -2.379  0.11
H 5.856 -0.246 -1.480  0.11
C 4.658 -1.654 -0.371  -0.17
N 3.267 -1.938 -0.100  0.06
C 2.638 -1.333 0.944  -0.46
O 3.241 -0.828 1.871  0.07
C 1.147 -1.365 0.895  -0.14
C 0.481 -0.464 1.613  0.01
C -1.009 -0.354 1.631  -0.18
N -1.660 -1.233 0.681  -0.23
S -2.067 -0.487 -0.770  0.69
O -1.192 0.612 -1.077  -0.29
O -2.236 -1.513 -1.758  -0.27
C -3.669 0.172 -0.322  -0.27
C -3.846 1.532 -0.168  -0.06
C -5.090 2.015 0.206  -0.07
C -6.136 1.133 0.419  -0.08
C -5.948 -0.232 0.259  -0.07
C -4.706 -0.717 -0.113  -0.06
H -4.524 -1.770 -0.255  0.12
H -6.768 -0.914 0.422  0.11
H -7.106 1.510 0.709  0.11
H -5.243 3.077 0.327  0.11
H -3.012 2.191 -0.355  0.11
C -1.013 -2.521 0.548  -0.19
C 0.422 -2.367 0.039  -0.12
H 0.373 -2.011 -0.996  0.12
H 0.928 -3.334 0.059  0.13
H -1.022 -3.003 1.529  0.14
H -1.608 -3.105 -0.154  0.11
H -1.385 -0.584 2.637  0.14
H -1.305 0.669 1.387  0.12
H 1.030 0.237 2.225  0.13
H 2.709 -2.186 -0.902  0.13
H 5.101 -1.350 0.580  0.12
H 5.149 -2.563 -0.730  0.12
H 5.504 1.501 0.280  0.12
H 4.061 3.258 1.201  0.11
H 0.396 3.513 0.453  0.07
H 1.717 4.682 0.350  0.08
H 1.529 3.703 1.802  0.08

largest force on an atom = 1.03 eV Å⁻¹
gap between HOMO and LUMO = 9.032 eV
SMILES = Cc1ccc(CCNC(=O)C2=CCN(S(=O)(=O)c3ccccc3)CC2)cc1
energy = -42124.6106 eV
M = 384.50 u
relative energy (zero: lowest compared OMol25 entry of this formula, charge and spin) = 29.8 kcal per mole

***

The following is a quantum chemistry calculation of C21H24N2O4Se2W as an isolated structure, from the OMol25 dataset.

Each line ends with the Löwdin charge.
Geometry (Å):
W 0.708 0.503 0.248  1.34
O 1.240 0.721 2.082  -0.33
C 2.016 -0.370 2.439  -0.35
C 1.563 -1.213 3.439  0.01
C 2.362 -2.278 3.830  -0.01
C 3.616 -2.487 3.262  -0.03
C 4.087 -1.621 2.295  0.01
C 3.283 -0.568 1.845  -0.19
C 3.727 0.343 0.829  -0.05
N 2.888 0.920 0.036  -0.13
C 3.229 2.249 -0.488  -0.14
C 2.377 3.175 0.383  -0.14
N 1.002 2.681 0.220  -0.09
C 0.066 3.520 -0.074  -0.01
C -1.204 3.181 -0.646  -0.14
C -2.235 4.126 -0.734  0.01
C -3.348 3.850 -1.499  -0.03
C -3.409 2.669 -2.237  0.00
C -2.387 1.730 -2.203  0.02
C -1.310 1.979 -1.371  -0.29
O -0.293 1.075 -1.259  -0.31
H 0.609 -1.021 3.910  0.13
H 2.010 -2.946 4.605  0.13
H 4.227 -3.316 3.590  0.13
H 5.068 -1.768 1.862  0.13
H 4.777 0.634 0.797  0.16
H 2.949 2.327 -1.538  0.13
H 4.295 2.451 -0.378  0.14
H 2.449 4.214 0.066  0.14
H 2.678 3.087 1.429  0.14
H 0.289 4.582 0.033  0.16
H -2.148 5.067 -0.206  0.13
H -4.158 4.563 -1.555  0.13
H -4.270 2.479 -2.864  0.13
H -2.438 0.826 -2.795  0.11
O -2.701 -1.379 -2.932  -0.04
C -1.493 -1.831 -2.352  -0.23
C -1.661 -2.274 -0.888  -0.53
C -2.601 -3.497 -0.852  -0.21
O -2.637 -3.959 0.483  -0.03
C -2.374 -1.179 -0.056  -0.38
Se -1.316 -0.219 1.297  0.94
C -0.324 -2.758 -0.336  -0.44
Se 1.288 -1.646 -0.731  0.83
H -3.195 -2.114 -3.307  0.11
H -0.799 -0.991 -2.404  0.08
H -1.052 -2.649 -2.930  0.15
H -2.217 -4.265 -1.533  0.14
H -3.596 -3.195 -1.193  0.14
H -3.253 -4.696 0.562  0.12
H -3.121 -1.643 0.586  0.07
H -2.873 -0.461 -0.703  0.07
H -0.058 -3.707 -0.805  0.09
H -0.334 -2.902 0.741  0.07

largest force on an atom = 1.51 eV Å⁻¹
gap between HOMO and LUMO = 6.486 eV
energy = -165841.0209 eV
total charge = +2
M = 710.19 u

***

The following is a quantum chemistry calculation of one molecule with the formula C21H24N2O5, from the OMol25 dataset.

Each line ends with the Löwdin charge.
Geometry (Å):
C 7.078 1.106 1.086  -0.08
H 6.728 1.149 2.121  0.10
O 6.178 0.399 0.265  -0.08
C 4.899 0.844 0.164  -0.22
C 4.415 2.008 0.752  -0.01
C 3.096 2.382 0.578  -0.03
C 2.228 1.610 -0.189  -0.20
C 2.720 0.441 -0.777  0.04
C 4.028 0.050 -0.604  -0.11
C 4.551 -1.227 -1.210  -0.10
H 5.282 -1.673 -0.527  0.13
H 5.030 -1.032 -2.174  0.14
O 3.515 -2.163 -1.484  -0.01
C 2.990 -2.797 -0.427  -0.55
O 3.382 -2.660 0.700  0.12
C 1.852 -3.687 -0.851  0.03
H 1.955 -3.959 -1.896  0.08
H 1.823 -4.571 -0.221  0.09
H 0.921 -3.138 -0.716  0.09
H 2.048 -0.158 -1.370  0.12
C 0.851 2.023 -0.361  -0.09
N 0.058 1.318 -1.070  0.08
N -1.239 1.653 -1.270  0.06
C -1.974 2.701 -0.818  -0.46
O -1.577 3.607 -0.117  0.07
C -3.421 2.652 -1.330  -0.11
O -3.878 1.366 -1.669  -0.06
C -4.137 0.480 -0.647  -0.25
C -4.738 -0.716 -1.032  0.03
C -5.034 -1.687 -0.093  -0.27
C -4.719 -1.451 1.242  -0.02
C -4.118 -0.269 1.637  -0.26
C -3.824 0.702 0.683  0.02
H -3.346 1.615 1.003  0.12
C -3.770 -0.013 3.072  -0.04
H -2.703 0.175 3.175  0.08
H -4.036 -0.863 3.696  0.07
H -4.298 0.867 3.439  0.08
H -4.948 -2.206 1.979  0.12
C -5.688 -2.974 -0.494  -0.05
H -5.817 -3.028 -1.571  0.07
H -6.665 -3.062 -0.022  0.08
H -5.086 -3.822 -0.170  0.08
H -4.969 -0.862 -2.077  0.12
H -4.069 3.136 -0.590  0.14
H -3.467 3.232 -2.258  0.14
H -1.720 0.975 -1.851  0.15
H 0.556 2.943 0.139  0.11
H 2.736 3.288 1.045  0.11
H 5.061 2.630 1.351  0.10
H 8.012 0.548 1.045  0.09
H 7.248 2.121 0.714  0.10

largest force on an atom = 0.88 eV Å⁻¹
gap between HOMO and LUMO = 8.673 eV
SMILES = COc1ccc(/C=N/NC(=O)COc2cc(C)cc(C)c2)cc1COC(C)=O
energy = -35383.7295 eV
M = 384.43 u
relative energy (zero: lowest compared OMol25 entry of this formula, charge and spin) = 71.8 kcal per mole

***

The following is a quantum chemistry calculation of one molecule with the formula C21H24N2O5S2, from the OMol25 dataset.

Each line ends with the Löwdin charge.
Geometry (Å):
O -0.757 -0.748 0.688  0.13
C -0.137 -1.345 -0.158  -0.45
O -0.526 -1.401 -1.434  0.01
C -1.788 -0.802 -1.703  -0.06
H -1.749 0.266 -1.469  0.13
H -1.960 -0.965 -2.768  0.14
C -2.843 -1.523 -0.851  -0.42
O -2.730 -2.713 -0.640  0.09
N -3.844 -0.781 -0.316  0.01
C -4.064 0.591 -0.519  -0.16
C -4.050 1.129 -1.805  -0.03
C -4.280 2.476 -2.007  -0.08
C -4.548 3.300 -0.927  -0.09
C -4.608 2.760 0.344  -0.04
C -4.378 1.409 0.571  -0.15
C -4.511 0.862 1.966  -0.14
C -4.078 -0.597 2.066  -0.15
C -4.557 -1.339 0.823  -0.11
H -5.632 -1.205 0.673  0.14
H -4.324 -2.403 0.872  0.12
H -2.989 -0.666 2.102  0.11
H -4.485 -1.056 2.967  0.11
H -5.562 0.955 2.262  0.12
H -3.928 1.477 2.655  0.12
H -4.840 3.395 1.187  0.12
H -4.725 4.354 -1.077  0.10
H -4.260 2.878 -3.009  0.10
H -3.880 0.478 -2.648  0.11
C 1.134 -2.130 0.106  -0.20
C 2.001 -2.316 -1.141  -0.11
C 2.592 -0.978 -1.579  -0.18
N 3.330 -0.343 -0.507  -0.24
S 4.881 -0.916 -0.254  0.61
O 5.386 -1.407 -1.500  -0.28
O 4.985 -1.751 0.909  -0.28
C 5.702 0.609 0.120  -0.62
C 6.293 0.988 1.286  -0.14
C 6.851 2.283 1.207  -0.18
C 6.667 2.849 -0.016  -0.39
S 5.815 1.816 -1.095  1.05
H 6.988 3.817 -0.348  0.06
H 7.364 2.763 2.020  0.10
H 6.324 0.352 2.151  0.12
C 2.566 -0.159 0.709  -0.18
C 1.948 -1.462 1.219  -0.12
H 1.303 -1.247 2.071  0.12
H 2.752 -2.128 1.533  0.11
H 3.247 0.255 1.456  0.12
H 1.781 0.576 0.502  0.14
H 3.295 -1.118 -2.400  0.12
H 1.802 -0.290 -1.895  0.13
H 1.415 -2.747 -1.953  0.12
H 2.824 -2.993 -0.900  0.13
H 0.787 -3.110 0.455  0.17

largest force on an atom = 1.10 eV Å⁻¹
gap between HOMO and LUMO = 9.171 eV
SMILES = O=C(OCC(=O)N1CCCc2ccccc21)C1CCN(S(=O)(=O)c2cccs2)CC1
energy = -57055.2104 eV
M = 448.57 u
relative energy (zero: lowest compared OMol25 entry of this formula, charge and spin) = 8.3 kcal per mole

***

The following is a quantum chemistry calculation of C21H24N2O7S as an isolated structure, from the OMol25 dataset.

Each line ends with the Löwdin charge.
Geometry (Å):
C -6.607 -3.167 0.339  -0.02
H -7.274 -3.907 0.498  0.05
O -6.810 -1.928 0.981  0.04
C -6.106 -0.965 0.874  -0.53
C -6.490 -0.004 1.524  -0.04
C -5.806 1.233 1.683  -0.08
C -4.721 1.263 0.988  -0.07
C -4.299 0.312 -0.076  -0.21
C -5.092 -0.847 -0.012  0.08
H -4.702 -1.752 -0.536  0.11
N -3.197 0.612 -0.742  0.16
C -2.691 -0.401 -1.693  -0.10
O -2.981 -1.790 -1.941  -0.09
C -1.290 0.123 -2.243  -0.11
H -0.991 -0.721 -3.138  0.20
H -1.601 0.959 -2.644  0.05
O -0.183 0.035 -1.326  -0.01
C -0.159 1.288 -0.617  -0.27
O -0.841 2.335 -0.840  0.04
C 1.077 1.425 0.246  -0.07
C 1.652 0.163 0.401  0.02
C 2.734 0.258 1.398  -0.12
C 3.421 1.461 1.721  -0.08
C 2.772 2.598 1.493  0.04
C 1.673 2.763 0.307  -0.20
C 1.157 3.935 0.187  -0.12
H 0.893 3.797 -0.873  0.11
H 1.765 4.887 0.466  0.14
H 0.034 3.990 0.809  0.21
H 3.312 3.435 1.724  0.07
H 4.330 1.418 2.220  0.10
S 3.597 -1.433 1.527  0.65
O 2.632 -2.359 1.765  -0.22
O 4.482 -1.307 2.741  -0.33
N 4.555 -1.892 0.372  -0.22
C 4.016 -2.131 -0.798  -0.36
H 3.030 -2.736 -0.731  0.18
C 3.842 -1.215 -1.630  -0.30
H 3.527 -1.618 -2.839  0.24
O 4.967 -0.469 -2.031  -0.07
C 5.676 -0.095 -0.786  -0.14
H 6.407 0.512 -0.986  0.09
C 5.704 -1.122 0.171  -0.19
H 6.044 -0.773 1.117  0.13
H 6.474 -1.720 -0.254  0.15
H 5.063 0.698 -0.597  0.10
H 3.179 -0.600 -1.539  0.03
H 4.739 -3.286 -1.186  0.25
H 1.276 -0.678 0.105  0.06
H -2.802 1.380 -0.642  -0.01
H -4.006 2.336 0.740  0.17
H -6.004 2.215 2.183  0.14
H -7.203 0.166 2.203  0.10
H -6.616 -3.045 -0.721  0.09
H -5.559 -3.637 0.639  0.15

largest force on an atom = 17.77 eV Å⁻¹
gap between HOMO and LUMO = 7.098 eV
energy = -50292.8660 eV
M = 448.50 u
relative energy (zero: lowest compared OMol25 entry of this formula, charge and spin) = 513.8 kcal per mole

***

The following is a quantum chemistry calculation of a 2-piece molecular cluster, C21H24N3 overall, from the OMol25 dataset.

Each line ends with the Löwdin charge.
Geometry (Å):
C -0.594 -0.771 5.383  0.02
N 0.031 -0.390 4.134  -0.05
C 0.977 -1.114 3.478  0.09
C 1.409 -0.393 2.327  -0.11
C 2.394 -0.822 1.451  0.10
C 2.813 -0.171 0.246  -0.21
C 1.881 0.296 -0.714  -0.03
C 2.307 1.006 -1.829  -0.06
C 3.672 1.264 -2.034  -0.04
C 4.613 0.741 -1.136  -0.06
C 4.201 0.008 -0.027  -0.01
C 0.654 0.871 2.341  -0.09
C 0.739 2.069 1.650  0.01
C -0.134 3.123 1.993  -0.04
C -1.016 3.021 3.084  -0.04
C -1.040 1.847 3.857  0.01
C -0.219 0.803 3.454  -0.16
H -1.281 0.026 5.670  0.08
H -1.149 -1.710 5.267  0.11
H 0.150 -0.908 6.179  0.11
H 1.331 -2.074 3.843  0.16
H 2.991 -1.670 1.794  0.14
H 0.816 0.066 -0.578  0.12
H 1.560 1.385 -2.526  0.10
H 3.991 1.856 -2.893  0.12
H 5.677 0.925 -1.296  0.12
H 4.926 -0.409 0.676  0.12
H 1.491 2.189 0.873  0.11
H -0.130 4.041 1.399  0.12
H -1.681 3.846 3.334  0.12
H -1.677 1.722 4.729  0.11
C -0.460 -0.011 -4.312  -0.01
C -1.488 -0.687 -3.435  -0.44
N -1.616 -0.475 -2.168  0.05
C -2.962 -0.836 -1.656  -0.23
C -3.386 -2.215 -2.101  -0.20
C -3.397 -2.299 -3.608  -0.19
N -2.303 -1.516 -4.144  0.04
H -0.348 -0.563 -5.250  0.08
H -0.785 1.008 -4.566  0.09
H 0.510 0.029 -3.813  0.05
H -2.903 -0.779 -0.570  0.09
H -3.738 -0.134 -2.011  0.12
H -2.681 -2.949 -1.711  0.11
H -4.373 -2.463 -1.715  0.11
H -3.292 -3.338 -3.939  0.12
H -4.347 -1.903 -3.995  0.12
H -2.136 -1.541 -5.136  0.13

largest force on an atom = 2.71 eV Å⁻¹
gap between HOMO and LUMO = 5.494 eV
energy = -26630.1540 eV
total charge = +1
M = 318.44 u
relative energy (zero: lowest compared OMol25 entry of this formula, charge and spin) = 0.0 kcal per mole